{
  "formula": "C3H6N2OSi",
  "method": "ωB97M-V/def2-TZVPD",
  "fmax_ev_per_a": 3.019,
  "e_homo_ev": -8.185,
  "e_tot_ev": -16110.53227,
  "orbital_gap_ha": 0.332,
  "elements": ["O", "N", "C", "C", "C", "N", "Si", "H", "H", "H", "H", "H", "H"],
  "positions_angstrom": [[-0.4553, -2.0812, -0.0189], [0.3631, -1.0835, -0.0031], [1.6820, -0.8185, -0.1199], [1.8579, 0.5962, 0.0403], [0.5885, 1.1021, 0.2457], [-0.2340, 0.0791, 0.2353], [-2.0203, 0.0521, 0.0040], [2.3984, -1.5664, -0.1249], [2.6828, 1.2298, -0.1458], [0.1788, 2.1355, 0.1711], [-2.5743, -0.6398, 1.0911], [-2.4826, 1.4742, -0.0669], [-1.9852, -0.4796, -1.3080]],
  "forces_ev_per_a": [[0.87, -0.52, -0.14], [0.52, 0.67, 0.45], [-1.01, 1.49, 0.57], [-1.30, -0.55, -0.24], [1.53, 1.70, -0.72], [-2.98, 0.41, 0.24], [1.10, 0.66, -0.43], [0.97, -1.33, -0.38], [0.98, -0.02, 0.07], [0.63, -1.06, 0.45], [-0.86, -0.67, 0.92], [0.29, -0.26, 0.23], [-0.74, -0.53, -1.03]]
}